Entry 1:
{
  "formula": "C11H9N7O",
  "method": "wB97M-V/def2-TZVPD",
  "species": ["N", "C", "N", "C", "O", "C", "N", "C", "N", "N", "C", "C", "C", "C", "C", "C", "N", "C", "N", "H", "H", "H", "H", "H", "H", "H", "H", "H"],
  "coordinates": [[-3.3226, -4.7394, 1.2626], [-2.8478, -3.5099, 1.4572], [-3.5823, -2.7765, 2.2694], [-3.1525, -1.5124, 2.4280], [-3.8351, -0.9117, 3.4157], [-2.0977, -0.9781, 1.6713], [-1.3653, 0.2440, 1.5915], [-0.4477, 0.1208, 0.6468], [0.4976, 1.0660, 0.2575], [1.1271, 0.8259, -0.8235], [2.0879, 1.7487, -1.2741], [2.8013, 1.4807, -2.4444], [3.7120, 2.3974, -2.9786], [3.9431, 3.6066, -2.3232], [3.2833, 3.8547, -1.1154], [2.3709, 2.9586, -0.5963], [-0.6319, -1.1148, 0.0725], [-1.5624, -1.8673, 0.7571], [-1.9078, -3.1331, 0.6362], [-4.2724, -4.7852, 1.5985], [-3.1834, -5.0195, 0.2743], [-4.4298, -1.6011, 3.7202], [2.5713, 0.5863, -3.0099], [4.2616, 2.1607, -3.8887], [4.6499, 4.3584, -2.6808], [3.4822, 4.7820, -0.5727], [1.9083, 3.2075, 0.3430], [-0.0578, -1.4491, -0.6944]],
  "atomic_forces_ev_per_a": [[-0.5, -2.3, -1.3], [-1.1, 0.4, -1.3], [1.2, 1.9, 0.7], [-1.0, -0.6, 1.4], [0.9, 1.2, -0.7], [1.0, 1.8, 0.0], [0.0, 0.6, 0.7], [-2.8, -1.8, 0.8], [1.1, 0.9, -1.2], [-1.5, -1.2, 1.2], [0.5, 1.5, 0.7], [-0.4, 0.0, -0.4], [0.1, 0.2, 0.3], [0.0, -0.2, 0.3], [0.1, 0.3, -0.1], [0.1, -0.3, -0.2], [1.4, -1.8, -1.5], [0.4, 1.1, -0.3], [1.9, 0.3, -1.2], [0.0, -0.5, -0.1], [-0.2, -0.1, 1.2], [-0.3, -0.2, 0.2], [0.1, -0.1, 0.2], [-0.3, 0.0, 0.2], [-0.2, -0.4, -0.1], [-0.1, -0.3, -0.2], [-0.3, -0.2, 0.1], [-0.1, -0.1, 0.3]],
  "smiles": "Nc1nc(O)c2nc(/N=N/c3ccccc3)[nH]c2n1",
  "homo_energy_ev": -8.31,
  "lumo_ev": -1.1720,
  "max_force_ha_per_bohr": 0.06674,
  "orbital_gap_ev": 7.14,
  "spin_multiplicity": 1
}

Entry 2:
{
  "formula": "C11H9NO3",
  "method": "wB97M-V/def2-TZVPD",
  "species": ["O", "C", "C", "C", "C", "O", "C", "O", "C", "C", "C", "C", "C", "C", "N", "H", "H", "H", "H", "H", "H", "H", "H", "H"],
  "coordinates": [[1.5868, 2.3570, 1.6738], [0.7748, 1.4626, 1.7130], [-0.6454, 1.6510, 2.2443], [-1.6028, 1.1637, 1.1474], [-1.2408, 1.8201, -0.1535], [-1.7461, 2.8668, -0.5235], [-0.3236, 1.1530, -1.1260], [-0.4238, 1.7180, -2.3355], [0.4636, 0.0262, -0.9784], [0.8691, -0.6647, -2.1673], [1.4781, -1.8714, -2.1128], [1.7844, -2.4690, -0.8572], [1.5193, -1.8238, 0.2994], [0.9570, -0.4968, 0.2986], [1.0380, 0.1866, 1.3786], [-0.8013, 1.0754, 3.1551], [-0.7926, 2.7113, 2.4542], [-1.5424, 0.0800, 1.0510], [-2.6239, 1.4547, 1.4003], [-0.9995, 2.5082, -2.2235], [0.6008, -0.2117, -3.1084], [1.7265, -2.3944, -3.0227], [2.2545, -3.4419, -0.8467], [1.8013, -2.2280, 1.2583]],
  "atomic_forces_ev_per_a": [[0.2, 0.2, -0.1], [-0.6, 0.6, 0.5], [0.2, 0.2, -0.2], [-0.1, 0.2, 0.2], [-0.5, 0.3, 0.2], [0.1, -0.4, 0.2], [0.6, -0.5, -0.5], [0.0, 0.0, 0.1], [-0.6, 0.8, -0.1], [0.3, -0.5, -0.5], [-0.3, 0.7, -0.6], [0.0, 0.0, 0.9], [0.2, -0.8, -0.4], [-0.1, 0.9, 0.4], [0.4, -1.3, 0.0], [0.0, 0.0, 0.0], [0.0, -0.1, 0.0], [0.0, 0.0, 0.0], [0.0, -0.1, -0.1], [0.1, -0.3, 0.1], [0.0, -0.1, -0.1], [0.0, 0.0, -0.1], [0.0, -0.1, 0.1], [0.0, -0.1, 0.1]],
  "smiles": "O=C1CCC(=O)/C(O)=c2/cccc/c2=N/1",
  "homo_energy_ev": [-8.31, -8.31],
  "lumo_ev": [-1.6495, -1.6471],
  "max_force_ha_per_bohr": 0.02646,
  "orbital_gap_ev": [6.66, 6.66],
  "spin_multiplicity": 1
}

Entry 3:
{
  "formula": "C11H9NOS",
  "method": "wB97M-V/def2-TZVPD",
  "species": ["O", "C", "C", "C", "C", "C", "N", "S", "C", "C", "C", "C", "C", "C", "H", "H", "H", "H", "H", "H", "H", "H", "H"],
  "coordinates": [[1.5098, 0.4698, 1.5676], [2.7362, 0.5594, 1.4195], [3.3828, 0.4494, 0.1658], [2.8708, -0.1764, -0.9267], [1.4477, -0.4513, -1.0034], [0.4360, 0.3045, -0.3941], [0.4460, 1.6225, -0.3346], [-1.0664, 2.3782, -0.1280], [-1.9068, 0.8495, -0.1350], [-3.2123, 0.6144, 0.0327], [-3.6397, -0.6485, 0.2795], [-2.6836, -1.7476, 0.2386], [-1.3998, -1.5079, -0.1712], [-0.9440, -0.1592, -0.3134], [3.5334, 0.6250, 2.3218], [4.4327, 0.7258, 0.0567], [3.6124, -0.3469, -1.6861], [1.2283, -1.3232, -1.5721], [1.2705, 2.1154, -0.1567], [-3.8424, 1.4822, -0.0003], [-4.6292, -0.7582, 0.6418], [-2.8674, -2.7643, 0.2655], [-0.7150, -2.3126, -0.1680]],
  "atomic_forces_ev_per_a": [[1.4, 0.1, 1.5], [0.8, -0.2, 1.4], [1.5, 0.8, -0.3], [-2.8, 0.9, 0.6], [2.4, -0.2, 0.1], [-0.2, -2.0, -2.6], [-1.8, 0.9, 0.2], [-0.2, 0.5, 0.2], [4.6, 0.1, -1.0], [-1.7, 0.7, 0.2], [1.5, -2.1, 0.3], [-0.6, 2.9, -1.3], [0.4, 2.3, 0.6], [-1.1, -1.3, 0.8], [-1.9, 0.0, -1.4], [-0.1, -0.1, 0.7], [-0.3, -0.7, -0.6], [-0.8, -0.5, -0.2], [1.2, 0.9, 0.2], [-0.7, 0.0, 0.4], [-0.9, -0.5, -0.1], [-1.3, -1.8, 0.7], [0.7, -0.7, -0.3]],
  "smiles": "O=C/C=C\\C=C1/NSc2ccccc21",
  "homo_energy_ev": -7.17,
  "lumo_ev": 0.0110,
  "max_force_ha_per_bohr": 0.09141,
  "orbital_gap_ev": 7.19,
  "spin_multiplicity": 1
}